No. 1
This record from the OMol25 dataset describes C52H58ClN6OPS3Si2W as an isolated structure. The level of theory is ωB97M-V with the def2-TZVPD basis set.

- Highest occupied orbital energy (spin up / spin down): -6.934 / -6.936 eV
- Total energy: -5062.1748 a.u.
- Spin multiplicity: 3
- Energy relative to the best compared isomer or geometry (same formula, charge and spin): 2.627 eV
- Kohn-Sham gap (spin up / spin down): 5.703 / 5.978 eV

Each line ends with the Mulliken charge.
Cartesian coordinates (Å):
W  -0.576  0.290  0.449  0.413
Cl  -3.061  -0.324  -0.452  -0.233
C  -3.268  -0.565  -2.177  0.012
C  -4.530  -0.497  -2.727  -0.984
C  -4.643  -0.693  -4.096  -0.701
C  -3.513  -0.961  -4.857  -0.907
C  -2.261  -1.042  -4.265  -0.453
C  -2.122  -0.837  -2.894  0.300
P  -0.584  -1.031  -1.912  1.230
C  0.587  -1.411  -3.244  1.068
C  1.140  -2.674  -3.420  -0.550
C  1.928  -2.938  -4.533  -0.631
C  2.162  -1.946  -5.472  -0.753
C  1.603  -0.685  -5.303  -0.899
C  0.825  -0.413  -4.191  -0.906
C  -0.998  -2.614  -1.079  1.048
C  -1.494  -3.738  -1.732  -0.380
C  -1.809  -4.882  -1.012  -0.933
C  -1.647  -4.912  0.367  -0.939
C  -1.181  -3.789  1.039  -1.101
C  -0.876  -2.656  0.305  -0.134
H  -5.394  -0.290  -2.109  0.593
H  -5.615  -0.632  -4.566  0.414
H  -3.605  -1.114  -5.923  0.440
H  -1.394  -1.271  -4.870  0.403
H  0.982  -3.453  -2.686  0.314
H  2.374  -3.917  -4.653  0.460
H  2.796  -2.142  -6.327  0.411
H  1.796  0.096  -6.027  0.507
H  0.419  0.582  -4.050  0.582
H  -1.631  -3.718  -2.806  0.588
H  -2.183  -5.755  -1.531  0.438
H  -1.889  -5.809  0.921  0.440
H  -1.061  -3.795  2.114  0.469
H  -0.428  -1.828  0.879  -0.185
C  2.334  -2.126  2.667  -1.444
Si  2.355  -0.981  1.161  0.352
C  2.080  -2.227  -0.203  0.333
C  4.032  -0.268  0.734  -1.065
N  1.102  0.333  1.532  0.811
C  1.704  1.243  2.472  0.133
C  2.899  0.909  3.130  -0.620
C  3.504  1.682  4.101  -1.491
C  2.922  2.874  4.488  -1.062
C  1.758  3.259  3.856  -0.776
C  1.174  2.484  2.855  0.925
O  0.015  2.914  2.252  0.961
C  -0.184  4.297  2.220  -1.260
C  0.498  5.046  1.281  0.045
C  0.258  6.411  1.210  -1.081
C  -0.645  7.009  2.077  -0.672
C  -1.315  6.241  3.021  -0.850
C  -1.085  4.876  3.097  0.554
H  3.033  -2.949  2.488  0.423
H  1.337  -2.573  2.753  0.130
H  2.571  -1.680  3.628  0.481
H  3.106  -2.593  -0.321  0.658
H  1.827  -1.804  -1.168  -1.464
H  1.462  -3.085  0.043  0.778
H  4.279  -0.571  -0.281  0.268
H  4.791  -0.671  1.413  0.417
H  4.067  0.819  0.777  0.301
H  3.422  -0.004  2.900  0.294
H  4.430  1.338  4.543  0.452
H  3.357  3.496  5.258  0.425
H  1.284  4.188  4.130  0.584
H  1.195  4.561  0.609  0.628
H  0.776  7.005  0.469  0.464
H  -0.830  8.073  2.016  0.409
H  -2.020  6.704  3.699  0.454
H  -1.600  4.252  3.819  0.494
N  0.003  4.364  -4.091  -0.643
C  -0.041  4.205  -2.948  0.525
N  -0.115  4.111  -1.625  -0.709
C  -0.294  3.038  -1.012  1.128
N  -0.503  2.097  -0.330  0.392
C  -2.939  2.809  1.515  -0.182
Si  -2.868  1.013  2.093  1.205
C  -2.436  0.243  3.839  3.145
C  -1.073  0.713  4.339  -2.087
C  -2.330  -1.279  3.618  -2.254
C  -3.417  0.467  4.995  -2.287
C  -4.819  0.693  1.791  2.167
C  -5.290  -0.763  1.892  -1.983
C  -5.389  1.320  0.498  -2.229
C  -5.577  1.478  2.896  -1.953
H  -3.626  3.441  2.075  0.561
H  -3.340  2.706  0.504  0.397
H  -1.996  3.320  1.405  -0.961
H  -0.299  0.559  3.597  -0.001
H  -0.795  0.127  5.221  0.682
H  -1.077  1.767  4.629  0.417
H  -1.728  -1.519  2.740  0.211
H  -3.299  -1.763  3.493  0.229
H  -1.840  -1.733  4.486  0.568
H  -3.595  1.526  5.193  0.358
H  -2.981  0.034  5.902  0.530
H  -4.371  -0.028  4.843  0.498
H  -4.788  -1.428  1.183  0.185
H  -6.365  -0.818  1.690  0.545
H  -5.140  -1.168  2.893  0.366
H  -4.831  1.125  -0.422  0.282
H  -5.472  2.402  0.593  0.357
H  -6.405  0.939  0.354  0.625
H  -5.498  1.045  3.882  0.426
H  -6.641  1.478  2.636  0.531
H  -5.269  2.521  2.956  0.256
S  5.681  0.194  -5.989  -0.327
C  4.852  0.175  -4.550  0.102
S  3.878  1.514  -4.019  -0.126
C  3.263  0.576  -2.673  -0.385
N  3.801  -0.601  -2.602  -0.140
N  4.719  -0.807  -3.623  0.195
C  5.393  -2.062  -3.579  0.071
C  4.764  -3.127  -2.939  0.635
C  5.397  -4.356  -2.856  -0.933
C  6.661  -4.535  -3.400  -0.548
C  7.290  -3.465  -4.017  -0.664
C  6.668  -2.228  -4.107  -0.586
S  2.048  1.198  -1.640  0.137
H  3.787  -2.975  -2.507  0.275
H  4.898  -5.178  -2.357  0.408
H  7.154  -5.496  -3.336  0.402
H  8.283  -3.584  -4.432  0.388
H  7.166  -1.402  -4.585  0.372

No. 2
This record from the OMol25 dataset describes C32H38AsN6OPSW as an isolated structure at a distorted geometry. The level of theory is ωB97M-V with the def2-TZVPD basis set.

- Highest occupied orbital energy (spin up / spin down): -14.048 / -14.052 eV
- Total energy: -4687.8514 a.u.
- Total charge: +2
- Energy relative to the best compared isomer or geometry (same formula, charge and spin): 1.936 eV
- Kohn-Sham gap (spin up / spin down): 6.220 / 6.325 eV

Each line ends with the Mulliken charge.
Cartesian coordinates (Å):
W  -0.526  0.354  -1.408  1.287
S  -0.881  2.606  -1.834  -0.440
C  0.699  3.345  -2.212  1.146
C  0.713  4.597  -2.810  -0.675
C  1.924  5.213  -3.082  -0.705
C  3.120  4.581  -2.775  -0.760
C  3.108  3.330  -2.177  -0.523
C  1.899  2.710  -1.878  -0.462
As  1.796  0.991  -0.970  0.767
C  3.378  0.021  -1.571  0.627
C  3.215  -0.761  -2.714  -0.550
C  4.301  -1.428  -3.257  -0.784
C  5.545  -1.329  -2.649  -0.528
C  5.706  -0.560  -1.506  -0.737
C  4.629  0.124  -0.964  -0.370
C  2.084  1.447  0.907  0.384
C  2.533  0.465  1.789  -0.062
C  2.589  0.728  3.147  -0.962
C  2.184  1.963  3.629  -0.483
C  1.719  2.934  2.757  -0.898
C  1.665  2.681  1.397  -0.511
H  -0.219  5.082  -3.052  0.500
H  1.933  6.193  -3.531  0.410
H  4.062  5.062  -2.986  0.436
H  4.034  2.816  -1.932  0.452
H  2.226  -0.815  -3.178  0.303
H  4.184  -2.019  -4.151  0.454
H  6.391  -1.846  -3.073  0.420
H  6.675  -0.489  -1.041  0.454
H  4.747  0.746  -0.082  0.489
H  2.856  -0.497  1.392  0.425
H  2.949  -0.030  3.826  0.468
H  2.247  2.171  4.686  0.468
H  1.403  3.894  3.138  0.469
H  1.308  3.443  0.707  0.414
O  -0.705  0.438  0.648  -0.668
P  -1.710  -0.600  1.102  -1.316
N  -1.137  -2.111  0.576  0.880
C  0.018  -2.167  -0.324  0.210
C  0.425  -3.640  -0.333  -0.681
C  0.180  -4.026  1.123  -1.013
C  -1.126  -3.303  1.450  -0.281
N  -3.158  -0.279  0.323  0.311
C  -4.358  -1.107  0.507  -0.393
C  -4.828  -1.408  -0.910  -0.893
C  -4.494  -0.118  -1.655  -0.862
C  -3.200  0.363  -0.988  0.708
N  -1.848  -0.554  2.722  0.898
C  -2.953  -1.094  3.523  -0.505
C  -2.485  -0.811  4.944  -0.850
C  -1.892  0.588  4.802  -0.774
C  -1.151  0.517  3.471  -0.293
H  0.873  -1.569  0.071  0.121
H  -0.268  -1.829  -1.358  -0.067
H  1.457  -3.770  -0.652  0.448
H  -0.229  -4.219  -0.985  0.375
H  0.987  -3.645  1.747  0.324
H  0.099  -5.100  1.266  0.469
H  -1.168  -3.020  2.500  0.262
H  -1.992  -3.927  1.211  0.317
H  -5.108  -0.528  1.053  0.381
H  -4.123  -2.012  1.065  0.249
H  -5.888  -1.634  -0.956  0.439
H  -4.268  -2.250  -1.321  0.287
H  -5.282  0.622  -1.509  0.331
H  -4.372  -0.272  -2.726  0.401
H  -3.186  1.458  -0.898  0.540
H  -2.325  0.012  -1.628  -0.485
H  -3.100  -2.154  3.312  0.348
H  -3.883  -0.554  3.322  0.289
H  -1.713  -1.523  5.234  0.298
H  -3.300  -0.861  5.660  0.422
H  -1.229  0.846  5.622  0.379
H  -2.691  1.327  4.761  0.341
H  -0.107  0.226  3.610  0.073
H  -1.174  1.464  2.931  0.289
N  -0.590  -0.325  -3.238  -0.727
C  -1.170  -0.712  -4.218  0.913
N  -1.603  -1.133  -5.270  -0.457
C  -2.716  -1.493  -5.830  0.390
N  -3.704  -1.837  -6.298  -0.356

No. 3
This record from the OMol25 dataset describes a 2-piece molecular cluster, C4H13NOP overall at a distorted geometry. The level of theory is ωB97M-V with the def2-TZVPD basis set.

- Highest occupied orbital energy (spin up / spin down): -12.956 / -12.570 eV
- Total energy: -631.1546 a.u.
- Total charge: +1
- Energy relative to the best compared isomer or geometry (same formula, charge and spin): 4.739 eV
- Kohn-Sham gap (spin up / spin down): 6.715 / 6.185 eV

Each line ends with the Mulliken charge.
Cartesian coordinates (Å):
C  -1.227  -1.206  0.134  -1.043
C  -0.866  0.770  1.235  -1.246
C  -1.507  0.883  -1.170  -0.857
C  1.620  0.505  -0.831  -0.358
N  -0.866  0.171  -0.071  0.320
O  3.272  0.248  1.057  -0.448
P  2.683  -0.590  -0.143  0.279
H  -1.466  -1.665  -0.779  0.351
H  -0.451  -1.852  0.751  0.288
H  -2.185  -1.141  0.712  0.398
H  -1.858  1.046  1.541  0.414
H  -0.589  0.102  1.966  0.432
H  -0.223  1.640  1.196  0.368
H  -1.567  0.333  -2.159  0.326
H  -2.565  1.394  -1.069  0.280
H  -0.761  1.737  -1.455  0.294
H  1.591  1.484  -0.471  0.387
H  0.976  0.148  -1.598  0.354
H  4.085  0.160  1.487  0.335
H  3.821  -0.787  -0.873  0.126

No. 4
This record from the OMol25 dataset describes one molecule with the formula C17H16N2O2 at a distorted geometry. The level of theory is ωB97M-V with the def2-TZVPD basis set.

- SMILES: Cc1ccc(-c2noc(COc3ccccc3C)n2)cc1
- Highest occupied orbital energy: -8.840 eV
- Total energy: -917.3692 a.u.
- Energy relative to the best compared isomer or geometry (same formula, charge and spin): 2.456 eV
- Kohn-Sham gap: 9.564 eV

Each line ends with the Mulliken charge.
Cartesian coordinates (Å):
C  -4.774  -1.156  -4.381  -1.383
C  -3.872  -0.545  -3.354  1.068
C  -3.507  0.796  -3.456  -0.560
C  -2.678  1.380  -2.522  -0.737
C  -2.193  0.622  -1.456  0.222
C  -2.551  -0.719  -1.345  -0.525
C  -3.383  -1.291  -2.288  -0.682
H  -3.658  -2.331  -2.196  0.303
H  -2.171  -1.294  -0.516  0.512
C  -1.325  1.219  -0.465  0.501
N  -0.934  2.468  -0.473  -0.554
O  -0.136  2.601  0.624  -0.147
C  -0.108  1.399  1.224  0.686
N  -0.819  0.519  0.601  -0.409
C  0.668  1.259  2.491  -0.798
O  1.031  -0.066  2.787  -0.478
C  2.388  -0.357  2.739  0.416
C  3.006  -0.670  3.944  -0.496
C  4.348  -1.000  3.982  -0.517
C  5.082  -1.007  2.809  -0.589
C  4.463  -0.710  1.609  -0.674
C  3.112  -0.389  1.545  0.921
C  2.460  -0.118  0.223  -1.350
H  3.044  -0.556  -0.583  0.485
H  1.457  -0.540  0.205  0.338
H  2.385  0.955  0.036  0.236
H  5.034  -0.735  0.692  0.384
H  6.133  -1.253  2.826  0.382
H  4.817  -1.243  4.923  0.374
H  2.411  -0.657  4.845  0.456
H  1.539  1.923  2.441  0.410
H  0.021  1.609  3.310  0.366
H  -2.394  2.417  -2.597  0.461
H  -3.883  1.384  -4.282  0.403
H  -4.985  -2.197  -4.147  0.335
H  -4.312  -1.108  -5.366  0.314
H  -5.716  -0.611  -4.430  0.326